Density functional theory data (ωB97M-V with the def2-TZVPD basis set) for a structure of composition C2H5Cl3P2 in a non-equilibrium geometry.

ORCA input file:
```
! wB97M-V def2-TZVPD RIJCOSX def2/J DEFGRID3
* xyz 0 1
H -0.13151 1.69940 -1.12106
Cl 1.91590 -2.17577 -0.11211
Cl 2.36811 0.37422 1.62746
H 0.94745 2.74746 0.16057
P -0.02105 1.61848 0.40128
C 0.88029 -0.85990 -0.08926
H -1.02162 -2.28099 0.12034
Cl 2.62921 1.07411 -1.15285
H -0.35120 -1.76213 1.72373
P -0.75329 -1.09011 0.62368
C 1.46934 0.47934 0.07657
H 0.23226 -0.49810 -1.36944
*
```

Values from the calculation:
Kohn-Sham gap in eV: 9.66

=====

Density functional theory data (ωB97M-V with the def2-TZVPD basis set) for a cluster of 7 separate species, C35H66BCl2F9N7O9 in total in a non-equilibrium geometry.

ORCA input file:
```
! wB97M-V def2-TZVPD RIJCOSX def2/J DEFGRID3
* xyz 1 1
H 0.74254 -6.19860 -2.62104
C 1.19206 0.03624 -5.64383
H -1.33749 -0.32024 3.13151
H -1.03740 -2.39752 1.42511
H 0.69450 -4.22659 1.91371
H 9.71514 6.18784 5.23690
F 1.52221 -4.70470 4.14173
C 5.97739 4.24112 0.36530
H 2.15059 5.61021 -0.78774
N 8.78632 5.89991 4.99418
H -1.59097 1.07386 -1.42108
H -2.88332 -1.60634 1.52484
N 2.11069 4.12487 1.97009
C -5.36374 -1.82789 1.47271
H -0.12560 -2.27067 3.30260
O 5.43883 5.28658 0.05152
H 1.66323 -1.71010 0.48211
C -3.40651 -2.78034 -1.30678
F 2.06577 -2.88708 5.30580
F -0.59116 -2.34797 5.64322
H -5.05745 0.20563 1.15604
H 6.68832 3.08385 1.94404
C 1.18675 -6.28991 -0.64425
Cl -2.89991 -1.28646 -3.87467
N -4.94448 3.94534 -4.29668
C -2.19151 -1.84000 -1.18047
H -4.85906 1.62147 -5.31034
H 5.98639 4.60820 2.37088
C -3.54595 -3.85190 -0.19589
H 5.50873 2.88305 -1.20670
H 1.50218 6.76639 0.39252
C -2.92753 -5.19374 -0.56967
H 1.57770 -1.69323 3.38429
C -3.90045 1.80983 -4.82769
C 1.16075 -3.45014 4.47415
H -4.37015 -2.28263 -1.36649
H -1.86382 -5.18288 -0.33921
H 7.09744 3.65864 -1.35026
H 2.34452 -1.54089 -5.09178
C -6.71029 -1.99575 1.29989
C 0.92140 -2.54727 3.24382
H 1.08001 -3.24496 -0.11983
O -2.84432 3.56051 -3.59681
H 0.38225 1.19638 -7.23063
H -1.06766 -0.65841 -2.63449
C -0.93425 -4.06211 -3.23006
H 2.13173 1.39232 -7.05053
H -4.49060 4.19202 2.93031
H 0.34494 0.23029 3.38136
H -3.06593 -5.37572 -1.63200
C 2.08436 5.85447 0.27068
C -3.22250 1.85798 -0.29211
H -0.86379 1.41661 3.06166
H 0.75430 -7.81071 -1.99327
H -0.23942 -4.51827 -3.93708
H -3.17997 -3.52089 0.77048
B -0.19367 0.33841 1.29353
C 8.70437 7.65719 3.31338
O 0.25572 4.37021 0.72166
N 2.32058 -0.71359 -5.66469
O 6.92083 6.12629 3.76084
H -2.77451 4.00896 3.20549
H 1.21701 -8.29484 0.17913
F -7.30442 -3.00179 0.72060
F 0.11334 -4.20464 6.46487
O -3.44268 3.58334 1.29092
H 1.67918 3.36638 2.46905
H 8.09911 8.55018 3.45571
H -2.93249 0.09426 1.63192
H 6.85777 2.33659 -0.19789
C -3.63170 3.57335 2.68148
H 2.28159 -3.51278 1.89140
C -0.57740 0.39156 2.82589
H 3.09003 6.02312 0.65116
C 1.39070 4.72924 0.99009
O -1.25328 -2.69526 -0.55054
H -3.11112 1.73539 -5.57346
H 3.12407 -0.48176 -6.21762
C 8.04844 6.50319 4.02768
C -4.65591 -0.72278 0.73253
H -3.73436 1.04634 -4.06013
C -0.13614 -3.56532 5.31124
C 1.37184 -7.26346 0.49103
C -3.12649 -0.72157 0.94918
F -4.92081 -4.11347 -0.16447
C -2.52406 0.71860 -0.99621
C -0.53376 -2.03711 0.52316
H -5.77533 3.65388 -4.77597
H -0.69509 -4.49017 -2.25932
C 1.19455 1.26964 -6.50996
C -2.52119 2.57983 0.84746
H -3.41316 -5.97147 0.01143
C -1.62908 -1.58930 -2.61407
H -3.37354 -3.36512 -2.21939
N 0.86682 -6.82539 -1.84423
H 0.66052 -7.02746 1.28137
H -1.93285 -4.30272 -3.58230
H 8.37133 5.12883 5.48827
H -4.92059 4.85912 -3.87463
H 2.38344 -7.16397 0.88042
C -0.82400 -0.57309 0.12673
H 3.04547 4.39909 2.21046
H -0.57950 -2.27029 -4.25534
O 0.23380 -0.28063 -4.95641
H -1.62939 3.11668 0.52540
O 0.79070 1.21871 0.94332
H 1.03630 2.14394 -5.88089
H -4.95974 -0.65678 -0.30799
C -0.63857 -2.57624 -3.21735
Cl 1.02096 -2.20418 -2.63136
H 1.25719 0.95198 0.14212
O 1.31854 -5.08177 -0.49745
N -2.28820 -0.59893 -0.26362
H -3.35412 2.61699 -1.05783
F -1.07734 -4.25358 4.65603
F -4.69829 -2.65998 2.31396
N 6.24421 3.93642 1.66178
F -7.56206 -1.06195 1.66557
H 8.75902 7.42875 2.25063
H 9.71018 7.85310 3.68245
C 0.91479 -2.48592 0.65878
C 6.39043 3.20752 -0.65675
H -0.13747 -0.45995 -0.71207
C 1.22078 -3.27540 1.94014
H -2.28870 1.96607 1.71846
C -3.83752 3.17149 -4.18777
H -3.82357 2.57407 3.09061
H -4.24608 1.66895 0.02974
H -3.13126 0.48528 -1.86746
*
```

Values from the calculation:
Kohn-Sham gap in eV: 8.24

=====

Density functional theory data (ωB97M-V with the def2-TZVPD basis set) for the ion C4H9N2O with charge +1 in a non-equilibrium geometry.

ORCA input file:
```
! wB97M-V def2-TZVPD RIJCOSX def2/J DEFGRID3
* xyz 1 3
H -0.03044 2.49995 0.44913
H 1.87245 -1.70886 -2.10420
O 1.17798 0.68399 -2.09520
H -1.86424 -0.57858 0.09725
H 0.94429 0.54639 0.95095
H -0.19392 -0.94855 2.58298
N -0.32783 1.83628 -0.27611
H 0.86613 -1.90676 -0.40229
C 0.06065 0.45292 0.22332
C -1.00246 -1.07125 1.91452
C -0.93937 -0.46235 0.71464
H -1.30993 1.92856 -0.66336
N 1.26974 -1.39774 -1.24054
H 0.41861 1.97939 -1.05710
H -1.84944 -1.73083 2.15417
C 0.90778 -0.12254 -1.24814
*
```

Values from the calculation:
Kohn-Sham gap (alpha / beta) in eV: 6.78 / 8.15

=====

Density functional theory data (ωB97M-V with the def2-TZVPD basis set) for the molecule C28H28N4O2.

ORCA input file:
```
! wB97M-V def2-TZVPD RIJCOSX def2/J DEFGRID3
* xyz 0 1
C 1.85519 2.62792 -1.53707
H 2.96770 3.64812 2.67570
H 1.16398 -3.07930 1.30092
H -1.54356 3.57426 0.79474
C 3.67523 -2.23866 -0.72697
C -1.32531 1.45295 0.59794
H -7.46526 0.90350 -1.78531
C -6.77348 -2.04366 -0.22865
C 1.01410 3.39977 1.89929
C 2.99983 -1.09660 -1.44958
H -1.01942 3.04818 -0.80417
C 3.13503 2.53053 -2.03255
H 4.97354 3.19572 0.75496
O -0.78474 -1.18690 1.47165
H -3.78348 -2.41584 1.30633
C -7.71099 -0.12591 -1.53938
H 5.23936 2.63692 -1.63820
H 5.31103 -2.31087 -2.09632
C 3.73584 -3.86327 1.03903
C -6.61310 -0.76114 -0.74062
C -2.75061 1.16754 0.06812
H -8.64611 -0.14072 -0.98141
N 1.97005 -0.42657 -0.67585
C 4.92683 -4.36617 0.55234
H 2.03071 -1.65368 1.85812
N -0.37750 0.50714 0.03882
H 2.41115 0.13195 0.05140
H -1.33685 1.30200 1.68647
C 1.68192 2.92865 -0.18469
C 4.11222 3.03583 0.12284
C -0.11672 -0.68967 0.57521
H -7.69577 -2.57781 -0.40564
H 3.28777 2.30080 -3.07663
C 4.25058 2.72534 -1.21263
H 3.28488 -4.29685 1.92033
C 5.49794 -3.80798 -0.57985
C 0.53773 3.09852 0.65675
H 5.40905 -5.19285 1.05260
N 2.38305 3.42612 1.88838
H 0.69120 -2.03867 -0.85721
H -2.53919 -0.57974 1.06179
H 0.47051 3.60348 2.80208
C -4.57890 -1.95868 0.73564
H -5.28764 0.91350 -0.89922
C 2.82226 3.14097 0.62846
C -0.88647 2.88313 0.26572
O -3.34826 1.95065 -0.63753
C 1.07992 -1.39517 -0.05558
H -5.89192 -3.63292 0.89884
C 1.81004 -2.26334 0.97414
H 3.73707 -0.34915 -1.75295
C 3.09744 -2.80131 0.40870
C -5.76039 -2.63602 0.50413
H -7.86892 -0.67601 -2.46675
C -4.40693 -0.67297 0.22804
C 4.87188 -2.75134 -1.21227
H 2.52596 -1.48504 -2.36118
N -3.19475 -0.03180 0.50163
H 6.42862 -4.19557 -0.96681
H 1.00369 2.48625 -2.18649
H 0.24659 0.82695 -0.69134
C -5.42725 -0.08091 -0.50861
*
```

Values from the calculation:
Structure (SMILES): Cc1cccc(NC(=O)[C@H](Cc2c[nH]c3ccccc23)NC(=O)[C@@H]2Cc3ccccc3CN2)c1
Kohn-Sham gap in eV: 8.70

=====

Density functional theory data (ωB97M-V with the def2-TZVPD basis set) for a cluster of 2 separate species, C4H12N2O2 in total in a non-equilibrium geometry.

ORCA input file:
```
! wB97M-V def2-TZVPD RIJCOSX def2/J DEFGRID3
* xyz -1 2
C 0.90432 1.25994 2.10284
N -1.38931 0.40582 0.03649
H 0.35411 1.91882 1.36518
H -1.52068 -3.42470 -0.19808
O -1.68667 -2.58496 -0.60375
C -0.04911 0.36318 -2.07719
H -1.79249 1.11778 0.64717
H 0.38322 1.12343 3.13239
H 0.32936 1.57911 -0.25762
C 0.98887 -0.35511 0.15480
O 1.58861 -1.31765 -0.34122
H 0.77715 0.81076 -2.54437
H 2.01671 -0.69058 1.94825
H -1.90844 -0.52534 -0.21292
H 1.74278 2.01172 2.25922
H -0.09455 -0.63395 -2.48967
H -0.98370 -2.64959 -1.32214
H -0.99539 0.97431 -2.52831
C -0.03894 0.56287 -0.56763
N 1.37415 0.05413 1.49657
*
```

Values from the calculation:
Kohn-Sham gap (alpha / beta) in eV: 2.24 / 8.52

=====

Density functional theory data (ωB97M-V with the def2-TZVPD basis set) for the molecule C3H5IO in a non-equilibrium geometry.

ORCA input file:
```
! wB97M-V def2-TZVPD RIJCOSX def2/J DEFGRID3
* xyz 0 1
C 1.15403 -0.72263 -0.08582
H 1.19372 -2.84742 0.35109
H 0.04028 -1.90230 1.41420
C 1.23280 2.91433 -0.89167
H 0.40967 3.05783 -1.68123
I 0.90345 1.43302 0.48114
C 1.04287 -1.82534 0.93737
H 1.84021 -1.67583 1.71113
O 1.61412 -0.98154 -1.17826
H 2.31859 2.75488 -1.25221
*
```

Values from the calculation:
Kohn-Sham gap (alpha / beta) in eV: 7.87 / 7.87

=====

Density functional theory data (ωB97M-V with the def2-TZVPD basis set) for a structure of composition C3H8ClISi in a non-equilibrium geometry.

ORCA input file:
```
! wB97M-V def2-TZVPD RIJCOSX def2/J DEFGRID3
* xyz 0 1
C -1.20855 1.31937 -0.00242
H 0.53395 -0.11696 -2.48457
C 0.54481 -0.73021 1.60904
H -1.30349 1.94140 -0.88653
Si 0.36955 0.24005 -0.01229
H 1.32415 -1.48307 1.52708
I -2.96206 0.05487 0.02856
H -1.27746 1.95002 0.87682
H -0.37717 -1.23564 1.88267
C 0.48010 -0.76687 -1.61629
Cl 2.07668 1.70065 0.01165
H 0.81785 -0.06536 2.42493
H -0.38427 -1.41377 -1.73497
H 1.36591 -1.39446 -1.62367
*
```

Values from the calculation:
Kohn-Sham gap in eV: 9.87

=====

Density functional theory data (ωB97M-V with the def2-TZVPD basis set) for a cluster of 2 separate species, C4H3Br2F3 in total in a non-equilibrium geometry.

ORCA input file:
```
! wB97M-V def2-TZVPD RIJCOSX def2/J DEFGRID3
* xyz 0 1
H -1.80930 0.60386 -1.03729
F 2.02116 0.01467 -0.14903
F 1.40036 -2.49933 1.12336
F 0.97784 -3.19560 -0.94855
Br 0.84860 1.94213 1.56188
H -2.42077 1.05424 0.60393
C -0.45340 1.73589 0.29891
C -1.48235 0.73941 0.06676
H -1.27754 -0.21211 0.48544
C 1.51347 -1.04880 -0.73083
Br -0.68600 3.05285 -1.07275
C 1.36794 -2.18722 -0.20183
*
```

Values from the calculation:
Kohn-Sham gap (alpha / beta) in eV: 10.32 / 5.86